Record 1
ORCA calculation (ωB97M-V/def2-TZVPD) on a structure of composition C20H40N3O5PdSSi3 at a distorted geometry.

- energy above the lowest of the compared OMol25 structures with the same formula, charge and spin (kJ/mol) = 91.0
- HOMO (eV) = -4.99
- net charge = -1
- E_LUMO (eV) = 2.57

Element x y z (Å)
Pd 0.43578 0.79874 1.11916
C 0.17177 -1.41033 4.10956
Si -1.30833 -0.92788 3.06915
C -2.59307 -2.28064 3.44173
C -2.01810 0.65814 3.80241
C -1.02806 -0.73371 1.22180
Si -0.29043 -2.23545 0.38283
C 0.29204 -1.95389 -1.39543
C 1.17104 -2.94833 1.32913
C -1.58395 -3.61695 0.23791
Si -2.44323 0.05077 0.34303
C -4.19874 -0.46187 0.80519
C -2.35342 -0.04344 -1.53527
C -2.23098 1.89968 0.65284
C -3.14038 2.90692 0.93415
C -2.69168 4.20704 1.09725
C -1.34116 4.47619 0.96565
C -0.47038 3.43226 0.70474
N -0.91048 2.17544 0.54687
H -0.12702 -1.25090 5.15144
H 1.05873 -0.81582 3.90558
H 0.42234 -2.46483 3.98777
H -2.92448 -2.18455 4.47982
H -2.15972 -3.27727 3.33478
H -3.47731 -2.23481 2.80492
H -2.23345 0.48517 4.86119
H -2.94903 0.97558 3.32555
H -1.29466 1.47353 3.73361
H 0.51683 -0.90998 -1.59787
H -0.45545 -2.29750 -2.11371
H 1.20481 -2.53466 -1.55746
H 1.78766 -2.17660 1.79215
H 1.79497 -3.51820 0.63443
H 0.84043 -3.63126 2.11464
H -2.45096 -3.27546 -0.33577
H -1.94569 -3.96228 1.20604
H -1.15974 -4.47400 -0.29327
H -4.33278 -1.53026 0.62197
H -4.92097 0.07463 0.18404
H -4.43772 -0.27612 1.85228
H -2.45775 -1.06492 -1.90376
H -1.40139 0.35313 -1.88962
H -3.16198 0.55612 -1.96362
H -4.18926 2.65933 1.03628
H -3.38649 5.00278 1.33765
H -0.94366 5.47189 1.10143
H 0.60407 3.55824 0.65388
O 3.66388 1.71612 3.19248
S 2.37198 1.54536 2.59065
O 2.13672 0.06540 2.13320
O 1.21968 1.94053 3.40516
O 2.21351 2.20212 1.22450
C 3.51114 -0.09648 -0.90168
N 3.25179 0.23298 -2.29495
C 4.08090 -0.42941 -3.27494
C 4.01872 0.29253 -4.60599
C 2.56600 0.44405 -5.00114
N 1.83941 1.12277 -3.95146
C 0.55199 1.66736 -4.31383
C 2.07967 0.87431 -2.61000
O 1.28577 1.22605 -1.74870
H 4.55861 0.11399 -0.67551
H 3.31350 -1.15476 -0.70256
H 2.89165 0.50951 -0.25038
H 3.77079 -1.47852 -3.40007
H 5.10475 -0.44744 -2.89271
H 4.56497 -0.26632 -5.36801
H 4.47493 1.27980 -4.50762
H 2.12908 -0.54648 -5.20440
H 2.46337 1.02993 -5.91865
H 0.67603 2.43365 -5.08350
H 0.09309 2.10738 -3.43399
H -0.12050 0.89190 -4.70293

Record 2
ORCA calculation (ωB97M-V/def2-TZVPD) on an isolated molecule of C2H4N2P2 at a distorted geometry.

- energy above the lowest of the compared OMol25 structures with the same formula, charge and spin (kJ/mol) = 73.2
- HOMO (eV) = -8.74
- net charge = 0
- E_LUMO (eV) = -0.09

Element x y z (Å)
C -0.18837 -0.86508 2.06273
C 1.52639 -0.74498 0.33456
N -0.62233 -0.32817 0.92388
N 0.29938 -0.24201 0.00564
P 1.52720 -1.34472 2.00277
P 0.00803 0.49563 -1.80933
H -0.76574 -0.71717 2.91621
H 2.35528 -0.57170 -0.42614
H 0.79412 1.45677 -1.43828
H -1.07162 1.14228 -1.19950

Record 3
ORCA calculation (ωB97M-V/def2-TZVPD) on a cluster of 13 separate species, C60H92F4O9 in total at a distorted geometry.

- HOMO (eV) = -9.04
- net charge = 0
- E_LUMO (eV) = 0.12

Element x y z (Å)
C 25.36498 -8.91850 21.87821
C 24.70085 -7.58068 21.85169
C 25.86974 -6.55024 21.74716
O 26.97410 -7.21038 22.26854
C 26.85232 -8.55530 21.99386
H 25.12731 -9.60762 21.06782
H 25.09792 -9.46342 22.78365
H 24.04636 -7.42484 22.70927
H 24.05539 -7.56418 20.97352
H 25.68283 -5.64605 22.32649
H 25.98736 -6.19079 20.72488
H 27.45938 -9.25604 22.56705
H 27.31351 -8.71346 21.01898
C 17.96418 -8.04166 33.94155
C 18.51577 -6.67628 34.19947
C 19.06446 -6.20873 32.84457
O 18.86948 -7.26954 31.94557
C 17.76489 -8.08678 32.44648
H 17.00969 -8.18737 34.44732
H 18.58124 -8.89389 34.22617
H 19.30353 -6.75854 34.94833
H 17.75084 -6.01214 34.60183
H 20.13344 -5.99899 32.80754
H 18.53142 -5.34128 32.45534
H 17.84872 -9.12939 32.13981
H 16.75712 -7.79592 32.15000
C 10.85667 -3.54999 25.32315
C 11.75021 -4.42575 24.48666
C 12.38846 -3.48895 23.52656
O 12.31118 -2.17789 24.10230
C 11.63442 -2.23102 25.38394
H 10.59636 -3.96373 26.29739
H 9.95190 -3.30517 24.76676
H 11.41312 -5.34455 24.00679
H 12.59835 -4.82535 25.04261
H 11.76224 -3.47284 22.63455
H 13.39560 -3.78999 23.23824
H 10.88285 -1.45509 25.52947
H 12.33456 -2.29863 26.21661
C 17.34515 1.60597 27.23244
C 17.96820 0.64870 26.20132
C 18.13385 -0.60605 27.14109
O 18.36792 -0.00738 28.42661
C 18.10533 1.36632 28.52568
H 16.28237 1.45199 27.41924
H 17.41734 2.58403 26.75675
H 18.95131 0.96869 25.85609
H 17.39577 0.42831 25.30029
H 19.03461 -1.16954 26.89777
H 17.22767 -1.20572 27.22659
H 19.07325 1.86250 28.59652
H 17.45167 1.47647 29.39096
C 14.11653 -12.43042 19.84387
C 14.02777 -11.37950 18.74736
C 15.49756 -11.12485 18.37779
O 16.17480 -12.10403 19.15924
C 15.34147 -13.18860 19.46137
H 13.28569 -13.13551 19.86925
H 14.25996 -12.07382 20.86385
H 13.41727 -10.49884 18.94697
H 13.59733 -11.93078 17.91135
H 15.76774 -10.11529 18.68749
H 15.63123 -11.25232 17.30356
H 15.83267 -13.77092 20.24095
H 15.21061 -13.90496 18.65031
C 14.00018 -2.44898 16.53638
C 15.46989 -2.76190 16.58766
C 15.49047 -4.23910 16.80716
O 14.44126 -4.58565 15.88511
C 13.39896 -3.63333 15.76650
H 13.80472 -1.49391 16.04880
H 13.57176 -2.29763 17.52716
H 15.96808 -2.35309 17.46674
H 15.93238 -2.47300 15.64388
H 15.16336 -4.50133 17.81331
H 16.35664 -4.82354 16.49687
H 12.46158 -3.95783 16.21830
H 13.28201 -3.29561 14.73676
C 18.33301 -8.90604 24.13645
C 18.65248 -8.50615 25.54928
C 17.65620 -7.38713 25.77769
O 17.55706 -6.81175 24.49208
C 17.68583 -7.79496 23.41501
H 17.72227 -9.79648 23.98739
H 19.25156 -9.18140 23.61822
H 19.57298 -7.92787 25.62904
H 18.48587 -9.28247 26.29605
H 18.06461 -6.70477 26.52313
H 16.69325 -7.76277 26.12371
H 18.38031 -7.51177 22.62406
H 16.70380 -8.15894 23.11295
C 21.61593 -0.48111 19.20962
C 20.81654 -0.58914 20.42732
C 20.77302 -2.05621 20.77806
O 20.66563 -2.56144 19.48795
C 21.62214 -1.92919 18.66322
H 22.64465 -0.15240 19.35727
H 21.19167 0.23599 18.50685
H 19.82861 -0.17021 20.23609
H 21.28394 0.02291 21.19871
H 19.97029 -2.38005 21.44052
H 21.63163 -2.47105 21.30611
H 21.44975 -1.94165 17.58701
H 22.60294 -2.38591 18.79565
C 24.16197 -12.32701 29.86258
C 23.26333 -13.27887 29.10284
C 22.43550 -13.88094 30.27154
O 22.18882 -12.64409 31.08995
C 23.22097 -11.70971 30.83812
H 24.66571 -11.68227 29.14240
H 24.93378 -12.85077 30.42656
H 23.75384 -14.04268 28.49944
H 22.63794 -12.71969 28.40692
H 22.96460 -14.60068 30.89616
H 21.58013 -14.43257 29.88146
H 23.76741 -11.53748 31.76540
H 22.83802 -10.76408 30.45438
F 16.57124 -16.67355 25.41842
C 16.35154 -16.40728 26.70888
C 16.22008 -15.04527 27.08917
C 16.10414 -14.73327 28.45089
C 16.18273 -15.75364 29.36925
C 16.36222 -17.07908 29.01858
C 16.53966 -17.43396 27.67081
H 16.20086 -14.29451 26.31303
H 15.89502 -13.75195 28.85049
H 16.07851 -15.36437 30.37125
H 16.38609 -17.88698 29.73493
H 16.75887 -18.45798 27.40676
F 23.84906 -14.81981 19.13062
C 23.14867 -15.29273 20.18797
C 21.99765 -14.61655 20.64852
C 21.40709 -14.94877 21.89387
C 22.03034 -15.89834 22.66105
C 23.14708 -16.65289 22.20179
C 23.70063 -16.28787 20.95597
H 21.46280 -13.84781 20.11058
H 20.52821 -14.39412 22.18767
H 21.59102 -16.09601 23.62766
H 23.54109 -17.41889 22.85326
H 24.53799 -16.79943 20.50481
F 11.48550 -10.23431 28.53756
C 10.48573 -9.96842 29.43349
C 10.59560 -10.24272 30.80293
C 9.59970 -9.86105 31.71472
C 8.45156 -9.27015 31.22117
C 8.33549 -8.97270 29.85791
C 9.31453 -9.37700 28.97725
H 11.48229 -10.68745 31.23001
H 9.76899 -9.92354 32.77953
H 7.75427 -8.89958 31.95797
H 7.47820 -8.43055 29.48708
H 9.15569 -9.18845 27.92577
F 25.77806 -1.55571 29.77584
C 25.47530 -2.69756 29.14841
C 26.53394 -3.34056 28.43227
C 26.34579 -4.62828 28.00321
C 25.11032 -5.25258 28.21901
C 23.98517 -4.54654 28.70978
C 24.20716 -3.24087 29.19137
H 27.47268 -2.80781 28.39587
H 27.13443 -5.09030 27.42790
H 25.03473 -6.22422 27.75364
H 23.05297 -5.09109 28.73980
H 23.42728 -2.70617 29.71318

Record 4
ORCA calculation (ωB97M-V/def2-TZVPD) on a cluster of 3 separate species, C3H5NO2 in total at a distorted geometry.

- energy above the lowest of the compared OMol25 structures with the same formula, charge and spin (kJ/mol) = 657.4
- HOMO (spin up / spin down) (eV) = -8.38 / -8.38
- net charge = 0
- E_LUMO (spin up / spin down) (eV) = -0.94 / -0.95

Element x y z (Å)
C 0.61802 -0.43578 0.92367
C -0.53817 0.66664 -0.37633
C 0.34394 1.19974 -1.22056
O -1.73504 0.57333 -0.15303
N -1.36555 -1.25889 0.71594
O -1.42448 -2.15355 0.03708
H 1.16490 -1.12057 0.28336
H 1.11564 0.52500 1.03768
H 0.46019 -0.83996 1.91981
H 1.40827 1.14023 -1.07268
H -0.04772 1.70381 -2.09493

Copy entry 2 word for word.
ORCA calculation (ωB97M-V/def2-TZVPD) on an isolated molecule of C2H4N2P2 at a distorted geometry.

- energy above the lowest of the compared OMol25 structures with the same formula, charge and spin (kJ/mol) = 73.2
- HOMO (eV) = -8.74
- net charge = 0
- E_LUMO (eV) = -0.09

Element x y z (Å)
C -0.18837 -0.86508 2.06273
C 1.52639 -0.74498 0.33456
N -0.62233 -0.32817 0.92388
N 0.29938 -0.24201 0.00564
P 1.52720 -1.34472 2.00277
P 0.00803 0.49563 -1.80933
H -0.76574 -0.71717 2.91621
H 2.35528 -0.57170 -0.42614
H 0.79412 1.45677 -1.43828
H -1.07162 1.14228 -1.19950

What is the formula in the third record?
C60H92F4O9